1.
Molecular formula: C4H7NOS
Method: DFT, ωB97M-V/def2-TZVPD

Geometry (Å):
C (1.67, -0.55, -0.50)
C (0.57, -0.11, 0.50)
N (-0.45, -1.07, 0.64)
C (-1.45, -0.24, 0.05)
S (-3.09, -0.42, -0.19)
C (-0.41, 0.80, -0.37)
O (-0.83, 2.03, 0.35)
H (2.45, -1.14, -0.10)
H (2.16, 0.34, -0.88)
H (1.05, -1.06, -1.33)
H (0.70, 0.29, 1.54)
H (-0.58, -1.83, 1.42)
H (0.11, 0.87, -1.36)
H (-1.89, 2.10, 0.23)

Structure (SMILES): C[C@@H]1NC(=S)[C@H]1O
Gap between HOMO and LUMO in hartree: 0.3317
Relative energy (zero: lowest compared OMol25 entry of this formula, charge and spin) in eV: 2.512
E_HOMO in eV: -8.773



2.
Molecular formula: C5H7NO
Method: DFT, ωB97M-V/def2-TZVPD

Geometry (Å):
C (-1.81, -0.19, -0.39)
C (-0.32, -0.11, -0.18)
C (0.50, -1.09, -0.58)
C (1.88, -1.15, -0.22)
N (2.98, -1.23, 0.16)
C (0.16, 1.12, 0.57)
O (1.51, 1.45, 0.44)
H (-2.33, -0.11, 0.57)
H (-2.17, 0.64, -1.01)
H (-2.11, -1.13, -0.86)
H (0.12, -1.95, -1.13)
H (-0.14, 1.00, 1.63)
H (-0.39, 1.98, 0.19)
H (2.06, 0.78, 0.86)

Structure (SMILES): C/C(=C/C#N)CO
Gap between HOMO and LUMO in hartree: 0.3902
Relative energy (zero: lowest compared OMol25 entry of this formula, charge and spin) in eV: 1.167
E_HOMO in eV: -9.988



3.
Molecular formula: C4H8N2O
Method: DFT, ωB97M-V/def2-TZVPD

Geometry (Å):
H (-0.21, -1.25, 1.71)
N (-0.31, -0.28, 2.01)
C (-0.89, 0.45, 1.10)
O (-0.89, 1.69, 1.56)
C (-0.73, 0.34, -0.39)
C (0.70, 0.65, -0.91)
C (0.87, -0.87, -1.08)
N (-0.59, -1.02, -0.93)
H (-0.28, 1.33, 2.53)
H (-1.53, 0.94, -0.83)
H (0.68, 1.20, -1.86)
H (1.38, 1.16, -0.21)
H (1.27, -1.22, -2.04)
H (1.46, -1.32, -0.27)
H (-0.94, -1.80, -0.38)

Structure (SMILES): [H]/N=C(/O)[C@H]1CCN1
Gap between HOMO and LUMO in hartree: 0.3683
Relative energy (zero: lowest compared OMol25 entry of this formula, charge and spin) in eV: 3.512
E_HOMO in eV: -9.321



4.
Molecular formula: C5H13NO
Method: DFT, ωB97M-V/def2-TZVPD

Geometry (Å):
C (0.51, -1.95, 2.15)
C (1.41, -1.17, 1.47)
C (1.31, -0.59, 0.01)
C (0.14, -0.01, -0.72)
C (0.40, 0.35, -2.24)
N (-0.42, 1.12, -0.05)
H (-0.29, -2.59, 1.62)
H (0.55, -2.08, 3.20)
H (2.31, -0.80, 2.02)
H (1.80, -1.45, -0.46)
H (1.99, 0.24, -0.19)
H (-0.87, -0.83, -0.60)
H (-0.62, 0.44, -2.63)
H (1.01, -0.29, -2.84)
H (0.85, 1.38, -2.35)
H (-0.83, 1.82, -0.64)
H (0.34, 1.66, 0.41)
O (-3.49, 1.78, 0.64)
H (-2.78, 1.73, 1.33)
H (-3.33, 1.23, -0.14)

Structure (SMILES): C=CC[C@H](C)N.O
Gap between HOMO and LUMO in hartree: 0.3729
Relative energy (zero: lowest compared OMol25 entry of this formula, charge and spin) in eV: 3.133
E_HOMO in eV: -9.231



5.
Molecular formula: C3H7NO2
Method: DFT, ωB97M-V/def2-TZVPD

Geometry (Å):
C (2.06, 0.15, -0.09)
N (0.65, 0.26, -0.38)
C (-0.31, 0.00, 0.49)
O (-0.09, -0.23, 1.75)
C (-1.71, -0.24, 0.26)
O (-2.07, -0.59, -1.06)
H (2.53, 1.13, 0.01)
H (2.17, -0.39, 0.85)
H (2.57, -0.40, -0.89)
H (0.33, 0.39, -1.33)
H (-2.31, 0.57, 0.69)
H (-1.20, -0.71, 1.63)
H (-2.66, 0.09, -1.41)

Gap between HOMO and LUMO in hartree: 0.3125
Relative energy (zero: lowest compared OMol25 entry of this formula, charge and spin) in eV: 3.692
E_HOMO in eV: -7.736



6.
Molecular formula: C35H35N5O4PbS3Se
Method: DFT, ωB97M-V/def2-TZVPD

Geometry (Å):
Pb (12.35, 10.29, 10.77)
S (17.37, 10.81, 9.49)
C (17.37, 9.18, 10.18)
C (18.42, 8.28, 10.13)
C (18.20, 6.94, 10.52)
C (16.95, 6.52, 10.89)
C (15.86, 7.44, 10.88)
C (16.10, 8.76, 10.56)
N (15.15, 9.83, 10.59)
C (15.67, 10.90, 10.10)
C (14.84, 12.09, 9.84)
C (15.47, 13.24, 9.35)
C (14.73, 14.39, 9.18)
C (13.37, 14.48, 9.56)
C (12.76, 13.33, 10.02)
C (13.48, 12.12, 10.11)
H (19.41, 8.64, 9.78)
H (19.09, 6.25, 10.52)
H (16.72, 5.53, 11.30)
H (14.85, 7.14, 11.11)
H (16.45, 13.29, 8.96)
H (15.14, 15.35, 8.99)
H (12.80, 15.42, 9.42)
H (11.68, 13.34, 10.34)
C (10.19, 11.87, 8.17)
C (9.33, 10.84, 7.54)
C (8.11, 10.60, 8.20)
C (7.20, 9.77, 7.56)
C (7.52, 9.23, 6.35)
C (8.81, 9.26, 5.76)
C (9.74, 10.13, 6.37)
S (6.18, 8.28, 5.67)
O (5.38, 7.75, 6.75)
O (5.43, 9.05, 4.66)
N (6.88, 7.07, 4.83)
C (6.08, 6.16, 4.51)
C (13.75, 4.67, 9.13)
O (13.79, 5.29, 8.13)
O (13.76, 4.21, 10.19)
H (10.30, 11.73, 9.22)
H (9.82, 12.90, 8.00)
H (11.18, 11.84, 7.79)
H (7.92, 11.02, 9.15)
H (6.28, 9.51, 8.08)
H (9.01, 8.67, 4.85)
H (10.66, 10.46, 5.86)
H (5.08, 6.19, 4.91)
H (6.43, 5.28, 3.97)
C (11.53, 15.54, 13.67)
C (10.11, 15.31, 13.16)
N (9.84, 13.89, 13.01)
C (8.78, 13.41, 12.31)
S (7.57, 14.37, 11.58)
N (8.84, 12.10, 12.16)
C (7.68, 11.27, 12.09)
C (7.22, 10.78, 13.52)
H (11.76, 16.59, 13.87)
H (12.29, 15.17, 13.04)
H (11.70, 15.03, 14.66)
H (10.00, 15.74, 12.15)
H (9.33, 15.81, 13.75)
H (10.60, 13.24, 13.27)
H (9.69, 11.60, 12.51)
H (7.83, 10.41, 11.42)
H (6.86, 11.86, 11.67)
H (8.04, 10.22, 14.05)
H (6.45, 10.11, 13.39)
H (6.98, 11.67, 14.09)
Se (11.79, 11.37, 13.12)
C (13.34, 10.18, 5.88)
C (14.70, 9.93, 6.02)
C (15.75, 10.54, 5.15)
C (17.03, 10.19, 5.35)
C (17.50, 9.27, 6.24)
C (16.53, 8.63, 7.09)
C (15.22, 9.03, 7.01)
C (18.85, 8.98, 6.49)
N (19.91, 8.74, 6.87)
H (12.70, 9.59, 6.48)
H (12.86, 10.70, 5.08)
H (15.54, 11.24, 4.37)
H (17.78, 10.78, 4.77)
H (16.96, 7.96, 7.83)
H (14.54, 8.72, 7.83)

Gap between HOMO and LUMO in hartree: 0.1565
Relative energy (zero: lowest compared OMol25 entry of this formula, charge and spin) in eV: 0.293
Net charge: -2
E_HOMO in eV: -1.016



7.
Molecular formula: C8H28I2O6P3
Method: DFT, ωB97M-V/def2-TZVPD

Geometry (Å):
O (-2.31, -1.02, 0.02)
P (-2.18, -2.22, 1.32)
I (0.09, -3.15, 1.09)
P (-2.29, -1.14, 3.22)
P (-0.47, -1.25, 4.43)
O (0.43, 0.18, 4.02)
I (-1.07, -0.92, 6.82)
H (-1.51, -0.42, 0.22)
H (-2.53, 0.27, 2.93)
H (-3.39, -1.58, 4.03)
H (-0.23, 0.94, 4.16)
C (2.00, -6.50, -1.68)
C (0.97, -6.24, -2.76)
O (-0.31, -6.03, -2.17)
H (1.72, -7.38, -1.09)
H (2.99, -6.67, -2.12)
H (2.06, -5.66, -0.99)
H (0.90, -7.09, -3.44)
H (1.23, -5.35, -3.35)
H (-0.24, -5.27, -1.58)
C (3.67, -2.44, -1.98)
C (3.03, -3.06, -3.21)
O (1.62, -3.13, -3.03)
H (3.45, -3.04, -1.09)
H (4.76, -2.38, -2.10)
H (3.28, -1.44, -1.80)
H (3.41, -4.07, -3.37)
H (3.24, -2.46, -4.10)
H (1.29, -2.23, -2.89)
C (0.35, 4.04, 1.65)
C (-0.40, 2.73, 1.78)
O (-1.28, 2.78, 2.90)
H (0.92, 4.24, 2.56)
H (1.03, 4.01, 0.80)
H (-0.35, 4.87, 1.53)
H (0.30, 1.90, 1.93)
H (-0.99, 2.52, 0.89)
H (-1.90, 3.51, 2.76)
C (-2.64, 7.45, -1.10)
C (-1.80, 6.31, -0.56)
O (-2.51, 5.62, 0.45)
H (-2.90, 8.15, -0.30)
H (-2.10, 7.99, -1.88)
H (-3.58, 7.07, -1.52)
H (-0.87, 6.69, -0.12)
H (-1.54, 5.60, -1.35)
H (-3.33, 5.28, 0.05)

Gap between HOMO and LUMO in hartree: 0.2506
Net charge: +1
E_HOMO in eV: -11.779



8.
Molecular formula: C8H19NSi2
Method: DFT, ωB97M-V/def2-TZVPD

Geometry (Å):
C (-1.48, -1.74, -2.34)
C (-1.37, -0.51, -1.85)
Si (-2.53, 0.91, -1.43)
C (-3.27, 1.34, 0.07)
C (-2.63, 2.18, -2.88)
C (-3.33, 3.28, -2.99)
H (-0.55, -2.24, -2.41)
H (-2.51, -2.16, -2.68)
H (-0.31, -0.32, -1.47)
H (-3.08, 0.72, 0.93)
H (-4.10, 1.95, 0.25)
H (-1.67, 2.18, -3.43)
H (-3.23, 4.11, -3.62)
H (-4.24, 3.29, -2.39)
C (2.66, -1.73, 0.04)
Si (1.70, -0.59, 1.20)
C (2.52, -0.60, 2.92)
C (-0.10, -1.11, 1.38)
N (1.60, 0.97, 0.35)
H (2.41, -1.48, -0.96)
H (3.77, -1.52, 0.26)
H (2.42, -2.76, -0.03)
H (1.86, -0.59, 3.77)
H (3.26, -1.38, 2.91)
H (3.13, 0.25, 2.99)
H (-0.48, -1.54, 0.51)
H (-0.20, -1.74, 2.23)
H (-0.73, -0.26, 1.49)
H (2.45, 1.39, 0.67)
H (0.78, 1.53, 0.38)

Structure (SMILES): C=C[Si](=C)C=C.C[Si](C)(C)N
Gap between HOMO and LUMO in hartree: 0.3126
Relative energy (zero: lowest compared OMol25 entry of this formula, charge and spin) in eV: 3.775
E_HOMO in eV: -8.121



9.
Molecular formula: C32H52N5P2Zr
Method: DFT, ωB97M-V/def2-TZVPD

Geometry (Å):
Zr (0.16, 0.75, 0.69)
C (-2.87, 0.52, 2.91)
C (-2.91, -0.91, 2.36)
C (-4.33, -1.26, 1.94)
P (-1.55, -1.26, 1.16)
C (-0.95, -2.97, 1.51)
C (-0.05, -3.49, 0.40)
C (-2.14, -3.92, 1.71)
C (-1.98, -1.16, -0.60)
C (-3.22, -1.52, -1.13)
C (-3.52, -1.37, -2.48)
C (-4.84, -1.82, -3.04)
C (-2.55, -0.79, -3.30)
C (-1.31, -0.42, -2.81)
C (-1.01, -0.64, -1.47)
N (0.31, -0.29, -0.96)
C (1.50, -1.03, -1.38)
C (1.51, -1.80, -2.52)
C (2.65, -2.53, -2.86)
C (3.80, -2.49, -2.09)
C (5.04, -3.25, -2.49)
C (3.77, -1.71, -0.94)
C (2.64, -0.99, -0.57)
P (2.69, -0.02, 0.96)
C (3.40, -0.90, 2.40)
C (2.80, -2.30, 2.55)
C (4.93, -0.91, 2.44)
C (3.65, 1.51, 0.64)
C (4.89, 1.33, -0.24)
C (2.68, 2.50, 0.02)
H (-3.48, 0.59, 3.80)
H (-3.27, 1.23, 2.19)
H (-1.86, 0.83, 3.21)
H (-2.60, -1.58, 3.18)
H (-4.69, -0.60, 1.15)
H (-4.99, -1.12, 2.81)
H (-4.45, -2.30, 1.63)
H (-0.39, -2.88, 2.44)
H (-0.61, -3.65, -0.52)
H (0.36, -4.46, 0.71)
H (0.80, -2.85, 0.17)
H (-2.75, -3.99, 0.82)
H (-2.77, -3.65, 2.56)
H (-1.74, -4.91, 1.91)
H (-3.98, -1.95, -0.48)
H (-5.60, -1.88, -2.26)
H (-4.74, -2.81, -3.48)
H (-5.19, -1.15, -3.82)
H (-2.77, -0.63, -4.35)
H (-0.58, 0.03, -3.46)
H (0.64, -1.88, -3.15)
H (2.62, -3.13, -3.76)
H (4.79, -4.22, -2.93)
H (5.70, -3.42, -1.64)
H (5.61, -2.69, -3.24)
H (4.66, -1.68, -0.32)
H (3.05, -0.29, 3.23)
H (3.06, -2.95, 1.72)
H (1.71, -2.28, 2.64)
H (3.19, -2.75, 3.47)
H (5.36, -1.56, 1.67)
H (5.23, -1.31, 3.40)
H (5.37, 0.08, 2.35)
H (3.95, 1.87, 1.63)
H (4.61, 1.04, -1.26)
H (5.58, 0.58, 0.15)
H (5.42, 2.28, -0.29)
H (2.23, 2.10, -0.91)
H (3.16, 3.44, -0.26)
H (1.88, 2.78, 0.73)
C (-2.04, 2.25, -0.51)
N (-2.96, 3.34, -0.57)
C (-3.04, 4.03, 0.72)
N (-1.73, 4.54, 1.13)
C (-0.80, 3.46, 1.23)
N (-0.64, 2.68, -0.07)
C (-0.18, 3.70, -1.12)
N (-1.13, 4.78, -1.20)
C (-2.45, 4.28, -1.59)
C (-1.23, 5.46, 0.09)
H (-1.93, 1.78, -1.49)
H (-2.40, 1.49, 0.21)
H (-3.42, 3.35, 1.48)
H (-3.74, 4.86, 0.63)
H (-1.14, 2.76, 2.02)
H (0.18, 3.85, 1.51)
H (-0.10, 3.16, -2.07)
H (0.79, 4.07, -0.82)
H (-2.40, 3.78, -2.55)
H (-3.14, 5.12, -1.67)
H (-1.92, 6.30, 0.00)
H (-0.25, 5.85, 0.38)

Gap between HOMO and LUMO in hartree: 0.2407
Net charge: +3
E_HOMO in eV: -16.616



10.
Molecular formula: C5H7FO2
Method: DFT, ωB97M-V/def2-TZVPD

Geometry (Å):
C (0.15, -0.11, 1.03)
C (1.50, 0.30, 0.37)
C (1.40, 0.14, -1.20)
C (-1.02, 0.62, 0.37)
C (-2.00, 1.21, 1.02)
H (0.34, -1.96, 0.04)
H (0.16, 0.17, 2.05)
H (2.35, -0.19, 0.79)
H (1.77, 1.38, 0.57)
H (1.47, 1.15, -2.12)
H (-1.96, 1.15, 2.17)
H (-2.93, 1.64, 0.58)
O (-0.13, -1.57, 0.96)
O (1.17, -1.02, -1.54)
F (-1.09, 0.50, -0.99)

Gap between HOMO and LUMO in hartree: 0.3938
Relative energy (zero: lowest compared OMol25 entry of this formula, charge and spin) in eV: 1.923
E_HOMO in eV: -10.033



11.
Molecular formula: C5H11N5
Method: DFT, ωB97M-V/def2-TZVPD

Geometry (Å):
C (1.48, -0.35, 1.18)
C (1.53, -0.75, -0.08)
C (0.36, 0.37, 1.76)
C (0.56, -0.48, -1.17)
C (-1.38, -0.89, 0.49)
N (-0.86, 0.14, 1.32)
N (0.13, 0.58, -1.77)
N (-2.30, -0.47, -0.22)
N (0.66, 1.15, 2.79)
N (-0.68, 0.51, -2.77)
H (2.37, -0.70, 1.69)
H (2.22, -1.34, -0.49)
H (0.27, -1.51, -1.51)
H (-0.98, -1.80, 0.89)
H (-1.57, 0.52, 1.95)
H (0.48, 1.44, -1.40)
H (-2.87, -1.10, -0.75)
H (1.54, 1.40, 3.20)
H (0.08, 1.89, 3.19)
H (-0.95, 1.38, -3.16)
H (-1.18, -0.37, -2.85)

Gap between HOMO and LUMO in hartree: 0.3380
Relative energy (zero: lowest compared OMol25 entry of this formula, charge and spin) in eV: 3.310
Net charge: +2
E_HOMO in eV: -18.011



12.
Molecular formula: C2H4F3N
Method: DFT, ωB97M-V/def2-TZVPD

Geometry (Å):
C (-1.32, 0.31, -0.14)
C (-0.53, -0.92, -0.15)
N (2.47, 0.06, 0.58)
F (-0.78, -1.77, 0.80)
F (2.52, 0.18, -0.83)
F (1.88, 1.28, 0.85)
H (-0.70, 1.10, 0.47)
H (-1.51, 0.64, -1.14)
H (-2.27, 0.08, 0.44)
H (0.22, -0.97, -0.89)

Gap between HOMO and LUMO (alpha / beta) in hartree: 0.4609 / 0.2237
Relative energy (zero: lowest compared OMol25 entry of this formula, charge and spin) in eV: 7.423
E_HOMO (alpha / beta) in eV: -11.608 / -7.486